Computed, not measured: a molecular structure, C21H32BF9N4O3P2RbS in a non-equilibrium geometry, with ωB97M-V/def2-TZVPD.

CARTESIAN COORDINATES (ANGSTROEM)
Rb  -1.0788  -1.1830  0.5301
C  -0.0989  -4.8084  -2.3863
C  -0.8378  -3.5159  -2.6520
C  -2.1625  -3.3658  -2.2446
C  -2.8659  -2.1930  -2.4946
C  -2.2520  -1.1446  -3.1700
C  -0.9311  -1.2750  -3.5787
C  -0.2301  -2.4516  -3.3184
H  -0.5126  -5.6206  -2.9926
H  -0.1885  -5.1048  -1.3379
H  0.9620  -4.7167  -2.6174
H  -2.6468  -4.1720  -1.7016
H  -3.8862  -2.0997  -2.1372
H  -2.7946  -0.2264  -3.3609
H  -0.4385  -0.4553  -4.0921
H  0.8059  -2.5465  -3.6333
C  -3.7890  1.3228  1.3623
N  -2.5082  2.0643  1.3155
C  -2.4153  3.1444  2.2915
P  -1.7509  2.1545  -0.1317
O  -1.7525  0.8709  -0.8586
O  -0.2914  2.7299  0.2594
P  0.8344  1.7733  0.9587
O  0.2950  0.5203  1.5071
N  1.3611  2.7787  2.1497
C  2.1841  2.1360  3.1971
C  1.6737  4.1829  1.9090
N  1.8730  1.5502  -0.2870
C  2.3682  2.6869  -1.0615
C  2.7739  0.3741  -0.2836
N  -2.3339  3.3887  -1.0592
C  -2.9568  3.0902  -2.3487
C  -1.9530  4.7827  -0.8686
H  -3.8428  0.7330  2.2740
H  -3.8811  0.6245  0.5352
H  -4.6333  2.0226  1.3308
H  -2.5303  2.7275  3.2939
H  -3.2032  3.8914  2.1382
H  -1.4423  3.6345  2.2509
H  1.9525  1.0726  3.2722
H  1.9763  2.6057  4.1622
H  3.2561  2.2378  2.9839
H  1.0452  4.5962  1.1206
H  2.7240  4.3312  1.6326
H  1.4866  4.7555  2.8209
H  1.6693  3.5211  -1.0458
H  2.4964  2.3837  -2.1031
H  3.3381  3.0320  -0.6916
H  2.4837  -0.3624  0.4673
H  3.7999  0.6751  -0.0575
H  2.7562  -0.1017  -1.2679
H  -3.0991  2.0196  -2.4619
H  -2.3298  3.4397  -3.1764
H  -3.9291  3.5816  -2.4278
H  -1.4724  4.9374  0.0947
H  -2.8330  5.4289  -0.9104
H  -1.2570  5.1101  -1.6493
F  4.9213  -6.3916  -0.2129
C  4.4927  -5.2942  0.4174
C  3.4723  -4.5389  -0.0968
F  2.9115  -4.9119  -1.2568
C  3.0358  -3.4072  0.5664
F  2.0250  -2.7461  -0.0020
C  3.5947  -2.9272  1.7500
S  3.0935  -1.4603  2.5360
C  4.6270  -3.7441  2.2311
F  5.2528  -3.4255  3.3624
C  5.0660  -4.8884  1.5958
F  6.0644  -5.6137  2.1138
F  -4.3406  -3.2999  2.2982
B  -3.5288  -2.4592  1.5185
F  -2.8852  -1.4720  2.3344
F  -4.2868  -1.7800  0.5251
F  -2.5025  -3.2086  0.8700

The spin multiplicity is 1. The largest force on an atom comes out at 1.93 eV Å⁻¹. The LUMO energy is 0.065 Eh. The energy above the lowest of the compared OMol25 structures with the same formula, charge and spin is 161.8 kJ/mol. The calculated total energy is -3293.30299 Ha. The charge is -1.